Computed, not measured: C22H43N2P3PbSe as an isolated structure at a distorted geometry, with the ωB97M-V functional and the def2-TZVPD basis.

Geometry (Å):
H 0.95 4.78 -0.77
H -2.55 3.01 0.08
H 0.28 -2.01 -3.00
C -3.02 -3.45 2.03
H -1.57 -1.91 2.54
C -2.92 2.32 0.86
C 0.60 -0.22 -5.92
H 3.52 0.80 2.28
P 1.26 2.56 0.16
C 3.12 -0.18 2.57
C -0.45 0.03 -3.36
H 0.26 1.05 4.61
H 4.25 -2.94 -6.30
H -0.82 4.00 2.16
C 2.60 2.68 -1.10
H 2.61 -3.50 -5.94
C -3.19 -3.84 -0.37
H -3.14 -0.03 2.63
H -0.13 1.59 -1.43
C 3.54 -3.15 -5.49
C 3.78 -3.04 -4.17
H -2.09 0.49 3.98
H 1.50 -2.06 -5.16
P -1.53 1.65 1.87
H 1.48 2.08 3.80
C -2.02 -2.55 1.78
H 0.10 -1.56 4.25
P 1.28 -0.12 2.68
H 3.48 -0.44 3.57
H 1.45 3.94 2.21
H 1.88 -1.76 4.34
H -3.38 -3.61 3.04
H -2.13 3.53 3.28
H -0.43 1.62 -6.37
C 1.24 1.06 4.11
H 4.75 -2.66 -3.82
H -0.23 3.63 -1.46
H 3.44 -0.94 1.85
Pb 0.77 -2.19 -0.01
N -4.27 -5.34 1.19
C -1.19 3.21 2.82
H -3.42 1.54 3.42
H -3.66 -4.36 -1.22
H 2.71 4.31 1.01
C 0.84 -1.21 -4.96
C -2.23 -2.88 -0.56
H 3.50 2.13 -0.76
C 1.03 -1.64 3.65
H 2.26 2.19 -2.03
H -3.60 2.88 1.51
H -1.09 1.99 -3.97
C 0.26 3.97 -0.53
H 1.04 -0.35 -6.90
C -0.19 0.89 -5.60
C -3.52 -4.22 0.95
H -2.00 -2.51 -1.56
C 2.15 3.50 1.49
H -4.44 -5.67 2.13
H -3.47 1.50 0.39
H 2.00 0.72 4.82
C -2.64 0.83 3.10
H 2.87 3.74 -1.25
H -0.46 3.02 3.61
Se -0.99 0.30 -1.54
H -4.54 -5.94 0.43
H 2.86 2.85 2.01
H 0.97 -2.54 3.01
C -0.63 1.06 -4.29
C 0.22 -1.16 -3.71
N -1.53 -2.38 0.51
H 3.10 -3.43 -3.40
H -0.49 4.34 0.18

**Orbital gap (spin up / spin down)**: 3.48 / 4.62 eV
**Calculated total energy**: -4590.26925 Eh
**Energy above the lowest of the compared OMol25 structures with the same formula, charge and spin**: 20.0 kcal per mole
**Multiplicity**: 1
**Net charge**: +4
**E_HOMO (spin up / spin down)**: -0.689 / -0.695 Eh

Mulliken atomic charge list, values in e, 8 entries: number 1, H, carries 0.4964; number 2, H, carries 0.3518; number 3, H, carries 0.0074; number 4, C, carries -0.8749; number 5, H, carries 0.5772; number 6, C, carries -1.3492; number 7, C, carries -0.3860; number 8, H, carries 0.3121

=====

Computed, not measured: an isolated ion of composition C22H43N3O3P and charge +1 at a distorted geometry, with the ωB97M-V functional and the def2-TZVPD basis.

Geometry (Å):
H 0.29 -2.60 -3.63
H -4.47 1.53 -0.01
C 2.12 -4.28 0.89
N 0.87 1.43 0.10
H 0.75 0.49 -4.05
H 0.37 1.19 5.22
H 4.71 -4.49 1.15
C 2.90 -0.95 2.42
H 0.17 -4.50 -1.72
H 1.79 -2.46 3.58
C 1.08 1.83 -2.43
H -0.49 2.09 3.05
N -2.82 4.16 -2.98
H 0.50 -0.42 1.77
H 2.02 -1.50 0.41
C 0.33 1.59 2.56
H 2.63 -5.24 0.90
H -3.36 3.33 -3.18
C -4.47 0.51 -0.39
P -1.92 -0.73 -2.25
H -1.42 1.55 -2.47
H 0.91 2.70 -3.06
H 2.69 0.08 2.15
H -1.53 -4.43 -2.12
H -0.90 -0.13 2.75
C 1.15 0.44 5.06
H 0.78 -0.29 -2.50
H -3.37 4.97 -3.22
H 1.46 0.62 0.15
H 2.16 1.67 -2.44
H 1.67 -4.14 -0.10
H -3.53 1.45 -2.08
C 2.61 -1.88 1.24
H -1.51 0.89 -4.06
C -0.53 -4.20 -2.49
C 0.26 2.01 1.13
C -0.24 3.18 -0.70
C -1.13 0.68 -3.06
H -2.72 3.30 -1.06
H 2.09 0.95 4.85
C 2.08 -1.41 3.65
C 0.82 -0.56 3.95
C 0.40 0.59 -3.03
C 0.18 0.06 2.69
H -2.84 5.06 -1.06
H -0.30 -4.77 -3.39
H -0.41 4.35 -2.46
H -0.57 5.22 -0.97
H 3.96 -1.04 2.66
C 4.49 -3.52 1.58
C -0.35 -2.70 -2.76
H 5.16 -2.76 1.20
O -1.51 -0.70 -0.83
H 0.08 -1.24 4.38
C -0.85 4.29 -1.47
N -0.42 3.06 0.68
H 1.32 -4.33 1.61
C 0.58 2.14 -1.07
O -3.51 -0.65 -2.37
H 4.62 -3.59 2.67
H 2.74 -1.34 4.51
C 3.07 -3.15 1.23
H 1.31 -0.12 5.98
O -1.60 -2.06 -3.03
C -2.40 4.21 -1.58
H -3.81 -0.13 0.19
H 1.29 1.95 2.93
H -0.98 3.67 1.26
H -5.48 0.12 -0.28
H -5.04 0.67 -2.43
C -4.11 0.56 -1.87
H 0.19 -2.27 -1.92

**Orbital gap**: 8.08 eV
**Calculated total energy**: -1595.24567 Eh
**Structure (SMILES)**: CCOP(=O)(CCCc1[nH]c(CC[C@H](C)CCC=C(C)C)[nH+]c1CCN)OCC
**Multiplicity**: 1
**Net charge**: +1
**E_HOMO**: -0.378 Eh

Mulliken atomic charge list, values in e, 8 entries: number 1, H, carries 0.3927; number 2, H, carries 0.2990; number 3, C, carries -1.0523; number 4, N, carries 0.2857; number 5, H, carries 0.4399; number 6, H, carries 0.3513; number 7, H, carries 0.5069; number 8, C, carries -0.8471

=====

Computed, not measured: a 3-piece molecular cluster, C22H43N4O5 overall at a distorted geometry, with the ωB97M-V functional and the def2-TZVPD basis.

Geometry (Å):
H -3.58 4.97 2.61
H 2.57 3.98 1.78
C 1.54 3.12 -0.45
N 4.86 2.33 0.59
H 1.07 -3.62 4.41
H 0.54 3.50 -2.59
H 0.46 1.44 -6.00
H -1.28 -1.08 -6.42
C -0.23 -6.44 2.26
C 1.96 -0.01 -4.78
H -0.21 -1.37 -0.97
C 2.64 2.83 1.79
H 5.83 2.06 0.84
H 6.05 2.12 2.95
C -1.91 3.23 0.83
H -2.03 4.29 1.25
C 0.63 -3.47 3.42
C -0.66 -0.25 -6.78
H -0.83 -5.11 4.79
H -0.90 0.61 2.20
H 0.21 -1.32 0.82
O 0.55 -0.17 -4.67
H -4.04 0.87 2.18
N -3.12 2.37 0.95
H -0.08 -2.74 -7.72
C -1.28 -4.12 4.66
C -3.01 1.36 2.05
H -0.67 0.98 -2.39
H -2.26 0.36 -0.47
C -4.35 4.12 2.67
C 4.18 2.40 1.70
H -2.73 1.90 3.03
H -1.11 -5.80 2.28
O 0.42 -0.73 -7.58
H -2.48 -1.33 0.19
H 2.20 2.40 2.77
N 1.23 1.13 0.80
H 2.21 -4.41 2.32
H -1.72 3.36 -0.30
H 2.30 -0.16 -5.81
C -4.30 3.21 1.33
H 0.83 -2.29 -6.24
O 0.88 -5.83 2.90
H 2.44 -0.76 -4.15
C -1.91 0.22 1.81
H -2.18 -0.66 2.51
H 0.92 -2.47 3.06
H -1.28 0.37 -7.44
H 2.25 0.98 -4.43
O -5.35 3.23 0.63
H -1.07 -3.50 5.54
C 4.93 2.09 3.10
H 1.65 -2.35 -7.81
H 2.04 4.16 -0.44
C -0.30 -0.73 -0.02
H -2.36 -4.24 4.57
C 1.12 -4.51 2.43
H 4.59 1.10 3.57
H -5.37 4.65 2.78
N 1.79 2.32 0.68
H -0.47 -7.37 2.79
H 4.66 2.93 3.85
C -1.86 -0.38 0.32
H -1.02 1.05 -5.12
C -0.16 0.61 -5.63
O -0.80 -3.47 3.49
H 0.03 -6.69 1.23
H 0.67 -4.36 1.44
C 0.40 0.72 -0.25
H -4.22 3.48 3.60
C 0.02 1.39 -1.59
C 0.71 -2.10 -7.31
H -0.97 2.79 1.30
C 0.70 2.81 -1.70

**Orbital gap**: 6.26 eV
**Calculated total energy**: -1458.73816 Eh
**Energy above the lowest of the compared OMol25 structures with the same formula, charge and spin**: 66.1 kcal per mole
**Multiplicity**: 1
**Net charge**: +1
**E_HOMO**: -0.410 Eh

Mulliken atomic charge list, values in e, 8 entries: number 1, H, carries 0.2543; number 2, H, carries 0.3819; number 3, C, carries 0.2273; number 4, N, carries -0.6148; number 5, H, carries 0.3962; number 6, H, carries 0.3948; number 7, H, carries 0.3794; number 8, H, carries 0.3454